Entry 1:
Computed, not measured: C25H29NO3 in the gas phase, with ωB97M-V with the def2-TZVPD basis set.

The geometry in XYZ format:
```
58
Properties=species:S:1:pos:R:3:forces:R:3
C 0.4676 4.7852 2.2109 -0.143 0.056 0.174
O 1.3267 4.3884 1.1721 0.229 -0.219 -0.255
C 1.8564 3.1281 1.2100 0.053 -0.039 -0.015
C 1.5643 2.1707 2.1718 -0.203 0.374 0.075
C 2.1370 0.9108 2.0845 0.233 -0.097 -0.158
C 3.0155 0.5858 1.0643 -0.080 -0.134 0.169
C 3.6171 -0.7899 0.9695 0.153 -0.162 0.131
N 3.6266 -1.2916 -0.3990 0.274 -0.195 0.013
C 2.3475 -1.3012 -1.0857 -0.194 -0.168 0.059
C 1.2327 -2.1257 -0.4271 0.190 0.273 -0.323
C -0.0756 -2.0235 -1.2203 0.012 -0.112 0.342
C -0.6439 -0.6237 -1.3250 0.062 0.154 -0.139
C -0.3748 0.3878 -0.4183 -0.043 -0.129 -0.194
C -0.9134 1.6546 -0.5691 -0.126 0.363 0.011
C -1.7479 1.9382 -1.6407 -0.032 -0.150 -0.065
O -2.3120 3.1565 -1.8929 -0.024 -0.307 -0.163
C -1.9980 4.2235 -1.0327 0.044 0.151 0.116
C -2.0481 0.9191 -2.5444 -0.075 0.246 0.014
C -1.5018 -0.3357 -2.3840 0.075 0.127 0.096
C -1.1328 -2.9508 -0.6595 0.097 0.028 -0.043
C -1.6075 -3.9997 -1.4292 -0.005 0.036 0.111
C -2.5916 -4.8581 -0.9671 -0.127 -0.141 0.011
C -3.1201 -4.6635 0.2926 -0.004 -0.078 -0.124
C -2.6628 -3.6240 1.0852 0.052 0.234 0.243
C -1.6710 -2.7668 0.6249 -0.054 -0.174 -0.055
O -1.1640 -1.7362 1.3622 0.065 -0.240 -0.328
C -1.7597 -1.4192 2.5928 -0.115 0.048 0.226
C 3.3226 1.5608 0.1196 -0.075 0.085 0.107
C 2.7468 2.8101 0.1833 -0.088 0.143 0.068
H 0.1895 5.8145 1.9887 -0.008 -0.068 0.060
H 0.9683 4.7481 3.1841 -0.028 -0.014 -0.034
H -0.4379 4.1690 2.2478 0.037 0.001 0.007
H 0.8869 2.3825 2.9849 -0.067 0.065 0.049
H 1.8867 0.1711 2.8332 -0.023 -0.103 0.041
H 3.0913 -1.4591 1.6719 0.050 0.145 -0.035
H 4.6663 -0.7436 1.2884 -0.127 -0.067 0.061
H 4.0240 -2.2262 -0.3994 0.024 0.159 -0.051
H 2.5352 -1.6866 -2.0926 -0.090 0.084 -0.023
H 2.0161 -0.2652 -1.1834 -0.003 -0.105 -0.133
H 1.0665 -1.7850 0.5927 0.021 -0.051 0.086
H 1.5306 -3.1783 -0.3857 -0.002 0.013 0.061
H 0.1372 -2.3597 -2.2429 -0.053 -0.006 0.079
H 0.2672 0.2110 0.4275 0.108 -0.036 0.072
H -0.6603 2.4115 0.1555 0.025 0.126 0.066
H -2.3725 4.0446 -0.0186 0.036 0.000 -0.018
H -0.9196 4.4086 -0.9930 -0.020 -0.015 0.022
H -2.4991 5.0964 -1.4491 0.047 -0.029 0.069
H -2.7055 1.1404 -3.3707 -0.076 0.027 -0.107
H -1.7417 -1.1105 -3.0986 -0.024 -0.095 -0.090
H -1.1975 -4.1482 -2.4182 0.070 0.029 -0.098
H -2.9414 -5.6677 -1.5893 -0.035 -0.070 -0.054
H -3.8912 -5.3186 0.6703 -0.058 -0.048 0.032
H -3.0884 -3.4914 2.0676 -0.008 0.044 0.092
H -1.6302 -2.2217 3.3277 -0.020 0.036 -0.049
H -1.2445 -0.5258 2.9443 -0.054 -0.036 0.027
H -2.8259 -1.1975 2.4809 0.038 -0.024 -0.002
H 4.0106 1.3179 -0.6752 0.062 -0.026 -0.138
H 2.9684 3.5657 -0.5539 0.029 0.094 -0.097
```
Positions in Å, forces in eV/Å.

Values from the calculation:
**Total energy**: -34027.446 eV
**LUMO energy**: 0.616 eV
**SMILES string**: COc1ccc(CNCC[C@H](c2ccc(OC)cc2)c2ccccc2OC)cc1
**Kohn-Sham gap**: 0.3156 hartree
**Charge**: 0
**ΔE to the lowest compared entry with this formula, charge and spin**: 10.0 kJ/mol


Entry 2:
Computed, not measured: a molecular structure, C23H20CeN6O4, with ωB97M-V with the def2-TZVPD basis set.

The geometry in XYZ format:
```
54
Properties=species:S:1:pos:R:3:forces:R:3
Ce 0.3856 0.5602 0.6727 -0.476 0.405 0.173
O -1.3066 4.3254 -1.4326 0.029 0.033 -0.057
C -1.0824 3.2818 -0.6960 -0.023 0.068 0.095
O 0.0213 2.8044 -0.4567 -0.007 -0.090 -0.166
C -2.3062 2.6991 -0.0571 -0.002 0.070 0.003
C -3.5832 3.2205 -0.1864 -0.032 0.039 -0.009
C -4.5898 2.6683 0.5948 -0.055 0.037 -0.020
C -4.2729 1.6646 1.5024 -0.064 0.007 0.041
C -2.9649 1.2142 1.5596 0.005 -0.055 0.060
N -2.0108 1.6938 0.7624 0.037 0.057 0.005
C -2.3966 0.2361 2.5566 -0.021 0.089 -0.038
O -3.1342 -0.3616 3.4396 -0.054 -0.033 0.081
O -1.1910 0.0286 2.5279 0.017 -0.151 -0.038
H -0.4849 4.7348 -1.7633 -0.019 -0.046 0.012
H -3.7765 4.0463 -0.8578 -0.001 -0.006 0.006
H -5.6033 3.0434 0.5267 0.024 -0.011 0.005
H -5.0443 1.2743 2.1550 0.006 0.010 -0.017
H -4.0723 -0.1150 3.4473 0.047 -0.001 -0.026
C -0.3023 -0.7433 -2.8433 0.010 0.033 -0.001
N -1.0342 -0.9065 -1.5617 0.070 0.056 0.082
C -1.2437 -2.3148 -1.1552 0.001 -0.002 0.037
C -0.5265 -2.6392 0.1194 0.090 0.016 -0.013
N 0.2503 -1.7824 0.7573 0.114 -0.289 0.148
C 0.7322 -2.4549 1.8961 0.033 0.044 -0.097
C 1.5955 -2.0193 2.8990 -0.109 -0.064 -0.093
C 1.8929 -2.9140 3.9050 0.003 -0.042 0.021
C 1.3529 -4.2111 3.9038 0.024 -0.012 0.042
C 0.5062 -4.6534 2.9074 -0.052 -0.077 -0.021
C 0.2080 -3.7393 1.9047 -0.026 0.002 -0.074
N -0.5857 -3.8129 0.7540 -0.017 -0.197 0.094
C 0.9325 0.0790 -2.6486 0.050 -0.027 0.028
N 1.3934 0.3511 -1.4470 0.250 0.037 0.034
C 2.5529 1.1114 -1.6237 -0.027 -0.088 0.054
C 3.4081 1.6375 -0.6612 -0.118 -0.026 -0.211
C 4.4852 2.3703 -1.1146 0.030 0.000 -0.019
C 4.6993 2.5474 -2.4931 0.025 0.010 0.014
C 3.8593 2.0110 -3.4522 0.016 0.011 -0.078
C 2.7699 1.2879 -2.9808 -0.068 -0.054 -0.057
N 1.7110 0.6077 -3.6012 0.142 0.092 -0.157
H -0.9432 -0.2840 -3.5967 -0.016 0.021 -0.016
H -0.0104 -1.7166 -3.2406 -0.001 -0.031 -0.026
H -1.9505 -0.4974 -1.6904 -0.017 0.018 -0.006
H -0.9016 -2.9988 -1.9335 -0.013 -0.030 -0.031
H -2.3087 -2.5123 -1.0258 -0.035 -0.001 0.013
H 2.0416 -1.0304 2.8928 0.089 0.079 0.067
H 2.5611 -2.6270 4.7058 -0.014 0.013 -0.028
H 1.6180 -4.8860 4.7063 -0.006 0.009 -0.011
H 0.1058 -5.6589 2.9132 0.016 0.032 -0.001
H -1.0977 -4.6282 0.4492 -0.001 0.008 -0.023
H 3.2474 1.4379 0.3937 0.221 0.090 0.198
H 5.1907 2.7972 -0.4144 -0.025 -0.013 -0.010
H 5.5641 3.1131 -2.8123 -0.015 -0.005 -0.007
H 4.0561 2.1474 -4.5077 -0.009 -0.006 0.033
H 1.5829 0.5129 -4.5985 -0.029 -0.028 0.007
```
Positions in Å, forces in eV/Å.

Values from the calculation:
**Total energy**: -54215.606 eV
**Spin multiplicity**: 2
**LUMO energy (spin up / spin down)**: -9.774 / -9.769 eV
**Kohn-Sham gap (spin up / spin down)**: 0.2561 / 0.2563 hartree
**Charge**: +3
**ΔE to the lowest compared entry with this formula, charge and spin**: 66.7 kJ/mol